ORCA calculation (the ωB97M-V functional and the def2-TZVPD basis) on the ion C4H7N2O3 with charge +1.

The energy above the lowest of the compared OMol25 structures with the same formula, charge and spin comes out at 1.25 kcal per mole. For the lowest unoccupied orbital energy, the calculation gives -3.5 eV. For the HOMO-LUMO gap, the calculation gives 0.3592 hartree. Its charge is +1.

The geometry in XYZ format:
```
16
Properties=species:S:1:pos:R:3:forces:R:3
O -1.648707 -0.256285 1.725252 -0.32 0.00 0.26
C -0.866826 -0.341544 0.663767 2.14 2.18 -1.08
C -0.748082 -1.303390 -0.253680 -0.60 0.10 0.79
N 0.259537 -1.235531 -1.220293 0.18 0.02 -0.25
C 1.208643 -0.334468 -1.191106 0.23 0.16 -0.12
N 1.214173 0.659651 -0.328649 -0.06 -0.14 0.29
C 0.062031 1.038740 0.495742 -1.99 -2.77 0.14
O 0.533006 1.496032 1.683976 0.22 0.18 0.25
O -0.725652 1.926691 -0.195038 -0.19 0.19 -0.05
H -2.222555 -1.028447 1.843355 0.09 0.09 -0.01
H -1.371528 -2.182672 -0.274313 0.02 -0.10 -0.05
H 0.278190 -1.968107 -1.919705 0.19 0.24 0.06
H 2.033397 -0.417240 -1.887480 -0.06 -0.02 0.00
H 1.997773 1.302129 -0.294210 0.01 -0.14 -0.14
H -0.126389 1.377143 2.387388 0.06 0.03 -0.20
H -0.550047 2.838094 0.077879 0.07 -0.02 0.09
```
Positions in Å, forces in eV/Å.

Löwdin atomic charge list, values in e, 2 entries:
1 O 0.13
2 C -0.17

ORCA calculation (the ωB97M-V functional and the def2-TZVPD basis) on the ion C4H7N2O5 with charge -1.

The energy above the lowest of the compared OMol25 structures with the same formula, charge and spin comes out at 49.58 kcal per mole. For the lowest unoccupied orbital energy, the calculation gives 3.7 eV. For the HOMO-LUMO gap, the calculation gives 0.2479 hartree. Its charge is -1.

The geometry in XYZ format:
```
18
Properties=species:S:1:pos:R:3:forces:R:3
O 0.433979 2.768848 0.020818 1.64 0.64 -0.65
C -0.455776 1.998137 0.213699 -0.90 0.79 1.44
N -0.494469 1.040126 1.208351 -1.65 -0.86 -1.76
O -1.660669 0.294136 0.987026 -1.00 -1.53 0.03
C 0.592169 0.221092 1.593974 2.10 1.53 1.99
N 1.019579 -0.793492 0.652155 -0.35 0.81 -2.26
C 0.840315 -0.641466 -0.817962 1.70 0.95 1.99
O 1.899083 0.150475 -1.396341 -1.19 -0.92 0.23
C -0.098685 -1.265253 -1.575551 -1.15 -0.14 1.05
O -0.407784 -1.341257 -2.775985 0.37 -0.03 0.37
O -1.071907 -1.924319 -0.606227 1.13 0.59 0.05
H -1.480646 2.235211 -0.120405 0.05 -0.65 -0.44
H -1.497356 -0.511520 0.368796 0.43 1.21 0.80
H 0.330617 -0.094316 2.702098 0.73 -0.20 -2.37
H 1.420623 1.027959 1.706025 -0.95 -1.29 -0.05
H 0.989890 -1.738867 0.907035 -0.41 -1.02 0.77
H 1.384360 0.800610 -1.873665 0.29 0.50 -0.33
H -1.743321 -2.226105 -1.193841 -0.85 -0.39 -0.86
```
Positions in Å, forces in eV/Å.

Löwdin atomic charge list, values in e, 2 entries:
1 O 0.03
2 C -0.34

ORCA calculation (the ωB97M-V functional and the def2-TZVPD basis) on the ion C4H7N2O5S with charge -1.

The energy above the lowest of the compared OMol25 structures with the same formula, charge and spin comes out at 0.00 kcal per mole. For the lowest unoccupied orbital energy, the calculation gives 3.5 eV. For the HOMO-LUMO gap, the calculation gives 0.3266 hartree. Its charge is -1.

The geometry in XYZ format:
```
19
Properties=species:S:1:pos:R:3:forces:R:3
N -0.342100 -1.056973 -2.293327 1.63 -2.64 1.44
C -0.677966 -1.065812 -0.877774 -0.31 0.83 0.77
C -2.004641 -0.305833 -0.532047 3.07 0.07 -0.91
N -1.252063 0.495269 0.469495 -2.59 0.90 -0.62
C 0.002414 0.123233 0.020708 3.83 -3.32 -0.50
S 1.065386 -0.662173 1.377512 -0.68 1.01 -0.54
O 0.248215 -1.480637 2.214767 -0.92 -0.80 0.54
O 2.131843 -1.366403 0.705860 0.42 0.24 -0.53
O 1.522968 0.532010 2.185889 0.27 -0.30 -0.08
C 1.777486 2.062735 1.379459 0.57 0.38 0.55
O 0.705001 2.457867 1.052805 -0.69 0.59 -0.25
O 2.936548 2.300021 1.456433 0.40 0.03 -0.11
H -0.494293 -0.229363 -2.786436 -0.41 1.83 -0.37
H 0.676641 -1.179096 -2.198356 -0.39 -0.04 -0.99
H -0.635278 -2.141695 -0.483300 0.29 1.76 -0.36
H -2.288301 0.149072 -1.488155 -0.43 0.55 0.42
H -2.739752 -0.891249 -0.119504 -2.01 -1.21 0.88
H -1.460003 1.458694 0.362095 0.10 1.12 0.55
H 0.827896 0.800334 -0.446123 -2.14 -0.97 0.11
```
Positions in Å, forces in eV/Å.

Löwdin atomic charge list, values in e, 2 entries:
1 N 0.02
2 C -0.31

ORCA calculation (the ωB97M-V functional and the def2-TZVPD basis) on a structure of composition C4H7N2O9OsS.

The energy above the lowest of the compared OMol25 structures with the same formula, charge and spin comes out at 18.27 kcal per mole. For the lowest unoccupied orbital energy, the calculation gives -5.7 eV. For the HOMO-LUMO gap, the calculation gives 0.2746 hartree. Its charge is +1.

The geometry in XYZ format:
```
24
Properties=species:S:1:pos:R:3:forces:R:3
Os -1.010030 -0.383462 -0.671625 0.01 -0.16 -0.05
N -0.197273 1.431125 -0.076980 0.01 0.03 0.02
C -0.253936 1.645894 1.409367 -0.04 -0.01 -0.04
C 0.712643 0.711749 2.102998 0.01 -0.02 -0.02
C 0.575222 -0.746875 1.723161 0.03 0.04 0.03
O 1.408377 -1.558968 2.036291 -0.01 -0.01 -0.05
O -0.518379 -1.097917 1.031763 -0.03 0.00 -0.02
H 0.775242 1.479303 -0.381794 0.00 -0.03 -0.02
H -0.687907 2.188769 -0.551881 0.01 0.01 0.00
H -1.281975 1.470702 1.720509 -0.01 0.01 -0.01
H -0.002092 2.685331 1.616586 0.01 0.00 0.02
H 0.587534 0.781854 3.185228 0.00 0.00 0.00
H 1.751439 0.982590 1.900201 0.00 0.00 0.01
O 1.634999 -3.394447 -0.280980 -0.02 -0.02 0.00
S 2.514710 -2.319520 -0.010388 0.06 0.10 -0.05
O 3.735295 -2.497740 0.674627 -0.02 -0.02 0.00
O -0.479901 -1.383094 -1.996594 -0.04 0.07 0.06
O 2.229244 -1.046692 -0.609284 -0.01 -0.02 0.08
O -2.805064 0.511462 -0.094696 0.01 0.00 0.11
C -3.014444 0.991135 -1.248707 -0.07 0.04 0.01
O -2.116999 0.771400 -2.103192 0.09 -0.02 -0.12
H -3.917573 1.556860 -1.476002 0.00 0.00 0.00
O 0.224938 -1.850513 -4.239175 0.00 0.02 0.01
N 0.135919 -0.928953 -3.659439 -0.01 -0.03 0.01
```
Positions in Å, forces in eV/Å.

Löwdin atomic charge list, values in e, 2 entries:
1 Os 1.66
2 N -0.06

ORCA calculation (the ωB97M-V functional and the def2-TZVPD basis) on an isolated molecule of C4H7N2OP.

The energy above the lowest of the compared OMol25 structures with the same formula, charge and spin comes out at 108.71 kcal per mole. For the lowest unoccupied orbital energy (alpha / beta), the calculation gives -1.5 / -1.8 eV. For the HOMO-LUMO gap (alpha / beta), the calculation gives 0.2736 / 0.2440 hartree.

The geometry in XYZ format:
```
15
Properties=species:S:1:pos:R:3:forces:R:3
C -0.220244 -1.089749 -0.073846 -0.11 -1.55 0.26
C -1.049811 -0.060613 0.288272 -0.30 1.30 -0.62
C 1.153205 -0.883418 -0.273038 3.37 -1.24 -0.16
C -2.471579 -0.219748 -0.009866 -3.10 1.32 -0.04
N -0.598660 1.108623 0.661030 -1.47 0.78 1.30
N 1.621265 0.357460 -0.179718 -0.60 2.32 -0.70
O 1.978294 -1.766635 -0.540234 -0.83 -0.91 -0.24
P 2.954313 1.020031 0.290304 1.09 -0.60 0.66
H -0.586395 -2.108546 -0.173732 0.00 0.26 -0.11
H -2.672067 0.697869 -0.679185 -0.29 -1.31 1.16
H -3.012863 -0.112311 0.994344 0.18 -0.12 -1.62
H -2.885642 -1.086035 -0.594339 0.91 0.51 0.85
H -1.428231 1.767407 0.855041 1.34 -1.15 -0.58
H 3.194791 2.194808 -0.419673 -0.18 0.14 -0.43
H 4.023619 0.180862 -0.145360 -0.02 0.25 0.27
```
Positions in Å, forces in eV/Å.

Löwdin atomic charge list, values in e, 2 entries:
1 C 0.06
2 C -0.49

ORCA calculation (the ωB97M-V functional and the def2-TZVPD basis) on the ion C4H7N2S with charge +1.

The energy above the lowest of the compared OMol25 structures with the same formula, charge and spin comes out at 68.19 kcal per mole. For the lowest unoccupied orbital energy, the calculation gives -4.0 eV. For the HOMO-LUMO gap, the calculation gives 0.3538 hartree. Its charge is +1.

The geometry in XYZ format:
```
14
Properties=species:S:1:pos:R:3:forces:R:3
C -2.212176 1.031490 -0.145338 -0.34 -1.46 -1.10
N -0.916499 1.502243 -0.006076 2.53 0.77 0.39
C -0.044181 0.674325 0.380369 -1.66 2.70 -0.41
C 1.363820 0.458199 -0.036409 0.61 0.46 0.64
N 0.910668 -0.988447 -0.295651 0.27 -0.74 -1.94
C -0.396140 -0.723422 0.509041 -1.86 -3.26 2.13
S -2.113711 -0.867021 -0.020318 0.57 0.17 -0.24
H -2.861533 1.370263 0.629670 -0.71 0.40 0.29
H -2.523353 1.262892 -1.178139 -0.32 0.09 0.71
H 1.866243 1.046152 -0.779080 -0.64 0.01 -1.26
H 2.118686 0.536687 0.739178 -0.14 -0.84 0.63
H 0.793403 -1.379724 -1.308652 0.43 1.05 2.16
H 1.484611 -1.555713 0.294457 0.58 -1.16 -0.22
H -0.378806 -1.400156 1.483709 0.69 1.80 -1.80
```
Positions in Å, forces in eV/Å.

Löwdin atomic charge list, values in e, 2 entries:
1 C -0.38
2 N 0.09

| no. | maximum force (eV Å⁻¹) |
| --- | --- |
| 1 | 3.4 |
| 2 | 3.3 |
| 3 | 5.1 |
| 4 | 0.2 |
| 5 | 3.6 |
| 6 | 4.3 |